{"formula": "C17H35N2O2OsPSi", "method": "ωB97M-V/def2-TZVPD", "species": ["H", "N", "C", "Si", "H", "H", "C", "H", "H", "C", "C", "H", "C", "C", "H", "H", "C", "H", "O", "C", "H", "C", "H", "H", "C", "H", "H", "C", "H", "H", "H", "Os", "H", "H", "H", "H", "H", "N", "C", "H", "H", "P", "H", "O", "H", "H", "H", "C", "H", "H", "H", "H", "H", "C", "H", "C", "H", "C", "C"], "positions_angstrom": [[-5.62091, 0.09076, -1.04043], [-4.19038, 0.16373, 0.51365], [-0.42138, -0.69390, -4.53044], [0.27438, 2.45127, -0.74085], [0.18748, 3.94608, -2.80512], [0.82033, 2.91034, 2.30127], [0.26732, 0.03819, 4.09161], [2.51418, -0.18915, -2.90533], [0.33678, -0.12586, 6.24561], [0.40345, 0.89488, 2.97043], [-5.46907, 0.57417, -0.05213], [-3.42923, 2.15755, -1.32562], [0.76407, 1.89564, 5.58168], [0.72287, 2.26137, 3.17674], [-0.09513, -1.76676, -0.24860], [4.22736, -2.01200, -0.54833], [0.44495, 0.54207, 5.38393], [2.89195, -2.44997, 0.58714], [-1.96494, 0.02737, 0.39792], [3.05532, 0.30906, -2.08465], [-5.50022, 1.67780, -0.16564], [3.13261, -2.01052, -0.39506], [-3.71019, -1.55740, 1.63983], [2.64690, -2.62941, -1.16815], [0.08576, 2.86209, -2.61333], [-3.60986, 0.57927, -2.19581], [0.90417, 2.28449, 6.59567], [-4.17199, -0.55589, 1.78249], [-6.32346, 0.27890, 0.59284], [-0.69349, 3.41588, -0.07134], [3.21486, 0.24356, 1.76779], [0.00000, 0.00000, 0.00000], [0.09462, -1.58823, -4.92968], [0.02294, -1.01393, 3.91724], [1.59974, 3.10841, -0.38190], [-1.35100, -0.57837, -5.11781], [-2.70288, -1.59888, -2.54592], [0.22691, 0.41401, 1.69815], [-0.74388, -0.90601, -3.07393], [-2.00582, 1.22105, -1.82894], [-1.34535, -2.36527, -1.67312], [2.40682, -0.30419, -0.46309], [-3.58238, 0.01267, 2.53249], [-0.20382, -0.17677, -2.22202], [4.52643, 0.47460, 0.55000], [-1.72619, -2.80897, -3.41990], [-5.19088, -0.71198, 2.19408], [0.90271, 2.74915, 4.47358], [1.15053, 3.80556, 4.62423], [4.13765, 0.11424, -2.18535], [3.18532, 1.67911, 0.70109], [0.85315, 2.33594, -3.21007], [2.86529, 1.39276, -2.14992], [-3.00386, 0.42030, -0.13553], [-0.90048, 2.53820, -2.99487], [-3.01008, 1.13742, -1.44901], [0.21504, 0.19343, -4.65824], [3.44988, 0.61045, 0.75509], [-1.68117, -2.00369, -2.66804]], "forces_ev_per_angstrom": [[-0.046, 0.400, 0.462], [0.138, 0.217, -0.444], [-0.004, 0.017, -0.170], [-0.145, -0.221, 0.721], [-0.053, -0.463, 0.125], [-0.059, -0.288, 0.332], [-0.580, -1.675, -4.218], [0.204, 0.178, 0.277], [0.067, 0.358, -0.315], [-0.270, -0.513, -1.931], [-0.299, 0.272, -0.445], [0.129, -0.591, -0.151], [-0.033, -0.055, -0.321], [-0.555, -1.572, -4.210], [-0.045, 0.583, 0.741], [-0.473, 0.092, 0.054], [0.700, 2.188, 4.337], [0.085, 0.177, -0.379], [-1.909, -0.166, 0.443], [-0.152, -0.029, 0.104], [-0.125, -0.599, -0.071], [-0.260, 0.086, 0.006], [-0.147, 0.652, 0.211], [0.192, 0.216, 0.295], [0.017, -0.085, -0.160], [0.100, 0.391, 0.388], [-0.058, -0.163, -0.432], [0.479, -0.410, 0.589], [0.812, 0.122, -0.287], [0.091, -0.101, -0.172], [0.050, 0.140, -0.378], [3.479, -0.507, -5.525], [-0.212, 0.350, 0.205], [0.108, 0.456, 0.009], [-0.173, -0.141, -0.110], [0.349, -0.055, 0.261], [0.386, -0.086, -0.073], [0.878, 0.674, 5.051], [0.572, 0.664, 0.902], [0.251, 0.038, 0.148], [-0.196, 0.098, -0.494], [-0.616, 0.350, 0.614], [-0.236, -0.462, -0.411], [-0.673, -1.047, -1.293], [-0.413, 0.052, 0.069], [0.049, 0.327, 0.317], [0.569, 0.300, -0.562], [0.560, 1.310, 4.825], [-0.103, -0.466, 0.034], [-0.444, 0.070, 0.085], [0.095, -0.407, 0.037], [-0.288, 0.194, 0.201], [0.079, -0.379, 0.019], [-0.963, -0.350, 0.702], [0.394, 0.186, 0.064], [-0.953, 0.261, -0.234], [-0.242, -0.330, 0.069], [-0.032, -0.089, -0.128], [-0.077, -0.167, 0.215]], "orbital_gap_ev": [4.34, 4.96], "homo_energy_ha": [-0.14846, -0.24890], "lumo_ev": [0.3, -1.8], "e_above_lowest_kj_mol": 236.9, "energy_ev": -44899.1855, "multiplicity": 5}


{"formula": "C7H15ClI2IrO2P", "method": "ωB97M-V/def2-TZVPD", "species": ["H", "I", "H", "H", "C", "H", "O", "H", "I", "H", "H", "H", "H", "H", "H", "Ir", "P", "C", "C", "O", "C", "C", "C", "H", "H", "Cl", "C", "H", "H"], "positions_angstrom": [[-1.97295, -2.36961, 3.51720], [1.58015, -3.67787, 2.86575], [3.11764, 0.94930, -1.25695], [-3.23072, -0.49822, 3.89524], [-2.90815, 0.09086, 3.03191], [-0.23377, 2.98508, -2.08242], [2.32585, -1.02144, 0.66896], [1.29862, 3.00351, -1.14047], [2.06015, -1.45960, 4.08192], [-0.41933, -1.54920, 3.31145], [2.78636, -0.59856, -2.12064], [-2.41754, 1.00373, 3.41848], [0.34629, -0.99695, -3.50747], [-1.02617, -2.60485, 1.99175], [0.84972, 0.50750, -4.34187], [-0.35378, 0.04797, -0.26532], [0.78405, 0.78803, -1.95786], [0.22405, 0.09343, -3.53719], [2.58981, 0.48050, -2.09890], [-1.74543, -0.29362, 0.99436], [-1.32609, -1.89242, 2.76449], [0.79649, 2.61218, -2.03693], [-1.96192, -0.69559, 2.18624], [2.92098, 0.93933, -3.04476], [1.35882, 2.91059, -2.93169], [-2.12275, 1.14855, -1.46121], [1.28080, -0.63438, 0.31979], [-3.77540, 0.38601, 2.43418], [-0.82575, 0.34577, -3.69804]], "forces_ev_per_angstrom": [[0.161, 0.152, -0.377], [-0.268, -3.683, -1.550], [0.013, -0.145, -0.298], [0.011, 0.170, -0.175], [0.074, -0.340, 0.039], [0.230, 0.167, -0.047], [-3.830, 1.319, -1.394], [-0.162, -0.027, -0.243], [1.350, 3.146, 2.200], [-0.817, -0.031, -0.358], [0.153, 0.252, -0.078], [-0.084, -0.206, -0.298], [-0.050, 0.182, -0.132], [-0.055, 0.046, 0.010], [-0.163, -0.085, 0.279], [-0.923, -0.248, -1.738], [3.788, 2.017, -3.820], [-0.470, -0.051, 0.274], [-0.364, -0.186, 0.495], [-2.323, -1.247, 4.497], [0.292, -0.189, 0.176], [-0.399, -0.317, 0.128], [-0.788, 1.018, -0.529], [-0.111, -0.198, 0.378], [-0.177, -0.029, 0.207], [0.412, -0.188, 0.626], [4.216, -1.287, 1.939], [0.110, 0.134, 0.048], [0.175, -0.144, -0.260]], "orbital_gap_ev": [7.24, 5.69], "homo_energy_ha": [-0.66946, -0.75787], "total_charge": 3, "lumo_ev": [-11.0, -14.9], "e_above_lowest_kj_mol": 7.8, "energy_ev": -52414.1957, "multiplicity": 6}


{"formula": "CH4FNS", "method": "ωB97M-V/def2-TZVPD", "species": ["F", "S", "C", "H", "N", "H", "H", "H"], "positions_angstrom": [[-1.87074, 0.61776, 1.70865], [-1.67147, -0.57549, 0.46958], [0.92772, -0.11936, -0.09001], [1.26040, -1.16498, -0.19972], [-0.47440, 0.01194, -0.38372], [-0.56559, 0.49519, -1.50498], [1.38337, 0.39561, -0.86004], [1.01071, 0.33934, 0.86024]], "forces_ev_per_angstrom": [[-0.043, -0.770, -0.992], [-0.015, 0.982, 0.919], [-1.064, -1.745, 0.354], [-0.048, 0.307, 0.679], [-0.940, 1.432, -5.451], [-0.557, -1.695, 4.623], [1.512, 1.386, -1.137], [1.155, 0.103, 1.005]], "orbital_gap_ev": 9.62, "homo_energy_ha": -0.33225, "lumo_ev": 0.6, "e_above_lowest_kj_mol": 168.7, "energy_ev": -16142.8985, "smiles": "CNSF"}


{"formula": "C6H6N2S", "method": "ωB97M-V/def2-TZVPD", "species": ["C", "N", "C", "H", "C", "S", "C", "H", "C", "H", "N", "H", "H", "C", "H"], "positions_angstrom": [[3.69574, -2.78285, 1.33337], [4.52090, -3.47523, 1.71931], [-0.86488, 2.50953, -1.09874], [-2.44185, 0.64167, 0.55622], [1.49292, -1.54672, 0.59755], [0.45316, 1.22211, -0.91604], [2.49179, -2.16465, 1.04284], [-1.68203, 2.09121, -1.47004], [-1.85378, -0.12566, 0.11498], [-1.10920, 2.92634, -0.08017], [0.33523, -1.02787, 0.36544], [-2.21502, -0.45637, -0.91165], [-0.44267, 3.36906, -1.70323], [-0.35162, -0.06012, -0.12398], [-2.02870, -1.12046, 0.57415]], "forces_ev_per_angstrom": [[-2.070, 0.392, 0.007], [1.400, -0.470, 0.179], [4.053, 2.560, 2.665], [-0.003, 0.855, 0.149], [2.931, -1.184, 1.120], [-0.105, 1.270, -0.630], [-2.245, 1.897, -1.711], [-3.481, -1.591, -2.027], [0.418, -3.278, -2.477], [0.335, -0.423, -0.998], [-1.040, -0.261, -0.013], [-0.200, 1.190, 0.769], [-0.541, -1.283, 0.498], [0.337, -0.579, 1.894], [0.211, 0.904, 0.574]], "orbital_gap_ev": 8.22, "homo_energy_ha": -0.31962, "lumo_ev": -0.5, "e_above_lowest_kj_mol": 257.5, "energy_ev": -20130.9824, "smiles": "CS/C(C)=N\\C#CC#N"}